(1)
The following is a quantum chemistry calculation of a molecular structure, C37H56MnN2O5S2SiTe, from OMol25.

Structure (XYZ):
```
105
Properties=species:S:1:pos:R:3:forces:R:3
Mn 0.5565 1.9499 0.2213 0.676 0.331 -0.073
C 3.8619 2.6879 2.1852 -0.087 -0.078 0.077
C 3.9402 2.7355 0.6653 -0.071 -0.100 0.004
C 5.3759 2.6615 0.1785 0.123 -0.022 -0.038
C 3.2535 3.9829 0.1264 -0.142 0.078 0.170
O 3.1504 1.7013 0.1129 0.147 -0.515 -0.031
Si 3.3022 0.0533 -0.0861 -0.001 0.325 -0.009
S 1.3936 -0.4460 -0.5877 -0.219 0.078 -0.158
O 3.9106 -0.5130 1.3331 0.220 0.130 0.043
C 4.6833 -1.6684 1.6510 -0.166 -0.007 -0.185
C 6.1446 -1.4217 1.2899 0.056 0.009 0.012
C 4.5343 -1.8608 3.1501 -0.009 -0.045 0.157
C 4.1373 -2.8835 0.9046 -0.056 0.005 -0.046
O 4.5057 -0.2780 -1.1750 0.022 -0.038 0.169
C 4.5066 -0.3070 -2.6012 -0.096 0.075 0.092
C 5.9713 -0.2339 -3.0029 0.102 0.010 -0.108
C 3.8862 -1.6143 -3.0725 -0.047 -0.090 -0.045
C 3.7411 0.8840 -3.1641 -0.050 0.082 -0.038
H 4.4548 3.4979 2.6171 0.001 -0.007 0.022
H 4.2336 1.7282 2.5513 0.007 0.076 -0.057
H 2.8236 2.7887 2.5052 0.010 -0.002 0.004
H 5.9448 3.5182 0.5510 0.000 -0.028 -0.009
H 5.4107 2.6644 -0.9127 0.007 -0.006 0.019
H 5.8528 1.7433 0.5301 -0.031 0.052 0.011
H 3.5546 4.8526 0.7211 0.026 0.065 -0.030
H 1.3834 4.6244 -0.0208 -0.215 0.252 -0.102
H 3.5432 4.1526 -0.9163 -0.024 -0.060 -0.063
H 6.5246 -0.5606 1.8461 -0.010 -0.022 -0.015
H 6.2393 -1.2183 0.2237 -0.006 -0.010 0.019
H 6.7525 -2.2947 1.5444 -0.015 0.030 0.003
H 4.9075 -0.9809 3.6785 -0.019 -0.018 -0.012
H 5.0975 -2.7365 3.4836 -0.020 0.028 0.007
H 3.4818 -1.9937 3.4073 0.037 -0.001 -0.017
H 4.2758 -2.7634 -0.1724 0.006 -0.011 0.043
H 3.0668 -2.9882 1.0971 0.052 -0.002 0.014
H 4.6491 -3.7944 1.2248 -0.002 0.016 -0.014
H 6.5243 -1.0653 -2.5598 -0.019 0.022 -0.007
H 6.4127 0.7016 -2.6517 -0.011 -0.025 -0.002
H 6.0739 -0.2847 -4.0901 0.017 0.004 0.033
H 4.4575 -2.4602 -2.6819 -0.008 0.007 -0.019
H 3.8885 -1.6661 -4.1648 0.001 -0.014 0.032
H 2.8575 -1.6905 -2.7151 0.043 0.016 -0.025
H 4.1392 1.8154 -2.7547 0.005 -0.018 -0.032
H 2.6820 0.8209 -2.9038 0.066 -0.012 -0.015
H 3.8400 0.9097 -4.2521 -0.030 0.017 0.011
O 1.8571 3.7857 0.2298 0.306 -0.274 0.172
N 0.4054 5.8541 -0.3667 0.024 0.279 0.025
C 0.6084 7.1762 -0.2912 -0.038 -0.150 0.001
C -0.4005 8.1076 -0.3536 0.037 0.030 0.000
C -1.7058 7.6261 -0.4820 -0.076 -0.023 0.001
C -1.9291 6.2746 -0.5468 -0.008 -0.023 -0.044
C -0.8391 5.3730 -0.5010 -0.005 -0.132 -0.087
S -1.1569 3.6694 -0.6361 -0.096 -0.082 0.058
H 1.6419 7.4859 -0.1756 0.013 -0.008 0.001
H -0.1835 9.1652 -0.2958 0.002 -0.012 -0.001
H -2.5411 8.3157 -0.5255 0.004 -0.011 0.006
H -2.9272 5.8682 -0.6347 0.016 0.011 -0.008
C -1.1906 -0.0996 2.9393 -0.116 -0.027 0.051
C -0.5914 0.8359 1.9366 -0.329 0.403 -0.343
O 0.3923 1.6147 2.2832 0.266 -0.171 -0.241
N -0.9911 0.9041 0.6985 -0.376 -0.196 0.617
Te -2.1744 -1.3840 -0.4436 -0.014 -0.171 -0.189
C -3.0581 -3.2916 -0.8578 0.126 -0.068 0.039
C -4.2676 -3.4537 -1.5402 -0.094 -0.011 -0.071
C -5.0388 -2.2896 -2.1126 0.041 -0.061 0.074
C -4.7785 -4.7409 -1.7262 -0.012 0.038 0.037
C -4.1154 -5.8690 -1.2722 -0.017 -0.012 -0.012
C -4.6852 -7.2494 -1.4788 0.019 0.031 0.008
C -2.8939 -5.6924 -0.6316 0.010 0.020 -0.009
C -2.3538 -4.4287 -0.4206 0.042 -0.066 0.015
C -1.0148 -4.3293 0.2790 -0.128 0.023 -0.048
C -3.9786 -0.5476 0.2822 -0.023 0.139 0.134
C -4.6427 -1.1208 1.3740 -0.023 0.030 -0.011
C -4.1882 -2.3853 2.0633 -0.021 0.066 -0.078
C -5.8087 -0.5132 1.8501 0.056 -0.035 0.017
C -6.3089 0.6502 1.2947 -0.067 0.011 -0.024
C -7.5585 1.3019 1.8302 0.037 -0.008 -0.011
C -5.6302 1.2051 0.2148 0.006 0.011 -0.016
C -4.4846 0.6248 -0.3129 0.047 0.000 -0.014
C -3.8548 1.2543 -1.5312 0.092 -0.037 0.163
H -0.8492 0.1850 3.9332 -0.018 -0.024 0.020
H -0.8649 -1.1166 2.7100 0.027 0.011 0.024
H -2.2810 -0.0763 2.8894 0.036 -0.002 -0.017
H -4.3606 -1.5839 -2.5973 -0.014 -0.031 0.016
H -5.5722 -1.7338 -1.3367 0.022 -0.059 -0.055
H -5.7670 -2.6380 -2.8463 0.010 -0.012 -0.004
H -5.7214 -4.8563 -2.2533 0.011 -0.003 0.000
H -5.6145 -7.2095 -2.0478 0.007 0.004 0.004
H -4.8972 -7.7358 -0.5239 0.000 0.008 -0.001
H -3.9853 -7.8895 -2.0201 -0.001 0.009 0.001
H -2.3419 -6.5635 -0.2889 -0.011 0.012 -0.009
H -0.5661 -5.3181 0.3826 -0.023 -0.001 0.002
H -1.1240 -3.8947 1.2763 -0.003 0.022 -0.017
H -0.3099 -3.6927 -0.2589 -0.008 -0.007 -0.010
H -3.1100 -2.5202 1.9870 0.031 0.042 0.016
H -4.6520 -3.2647 1.6077 0.017 0.010 -0.016
H -4.4660 -2.3616 3.1184 -0.023 -0.006 -0.018
H -6.3245 -0.9652 2.6928 0.016 0.015 -0.004
H -7.9341 0.7726 2.7064 0.008 0.004 -0.006
H -8.3505 1.3117 1.0776 0.012 -0.004 0.004
H -7.3692 2.3389 2.1157 0.006 -0.017 -0.001
H -6.0015 2.1229 -0.2325 -0.007 -0.033 0.005
H -4.3143 2.2195 -1.7475 -0.008 -0.044 0.014
H -3.9766 0.6018 -2.3999 0.008 0.022 0.004
H -2.7859 1.4208 -1.3967 -0.065 -0.005 0.039
```
Forces are in eV/Å.

Results
net charge	-1
2S+1	5
gap between HOMO and LUMO (spin up / spin down)	7.046 / 7.176	eV
highest occupied orbital energy (spin up / spin down)	-4.71 / -4.75	eV
⟨S²⟩	6.462
LUMO (spin up / spin down)	2.3 / 2.4	eV

(2)
The following is a quantum chemistry calculation of 9 unconnected molecules or ions with the total composition C37H57BN8O at a distorted geometry, from OMol25.

Structure (XYZ):
```
104
Properties=species:S:1:pos:R:3:forces:R:3
C -2.0565 1.5608 -2.1129 0.507 1.409 5.122
C -3.3925 1.7658 -1.3119 -2.711 -1.124 -2.858
C -4.0875 0.3968 -1.0689 1.801 0.035 2.961
C -5.3705 0.5148 -0.1859 9.467 0.372 1.296
C -5.0025 0.9138 1.2391 7.032 1.095 -5.710
C -4.1935 2.2818 1.1441 -1.178 -0.014 2.862
N -3.3625 2.4808 -0.0139 7.715 4.299 -1.808
O -2.3195 3.3578 0.0591 -6.385 -4.981 0.104
C -3.3965 2.4428 2.4101 5.463 -1.426 -2.680
C -5.1965 3.4208 1.2161 -3.168 1.571 -2.122
C -4.3795 2.4878 -2.3169 0.300 -0.788 -0.472
H -2.1185 1.1628 -3.0659 -0.755 -1.309 -1.518
H -1.5065 0.9898 -1.3309 0.425 -0.256 -1.180
H -1.4915 2.4768 -2.1879 -0.013 0.504 -0.037
H -3.2115 -0.1632 -0.5049 -2.135 0.379 -0.686
H -4.2465 -0.1552 -1.9649 -0.035 -0.026 -0.905
H -5.5735 -0.3852 0.0651 -1.867 -6.689 0.573
H -6.1605 0.8778 -0.5229 -6.586 3.940 -3.474
H -4.4045 0.0628 1.5251 0.242 0.290 1.147
H -5.8845 1.0228 1.5651 -6.052 1.147 4.117
H -3.0105 3.3868 2.6981 0.626 1.262 -0.760
H -2.5035 1.6848 2.4441 -1.321 1.458 -0.345
H -3.8695 2.2208 3.2371 -3.486 -1.710 3.818
H -5.7425 3.3398 2.1641 -0.147 -0.578 -0.414
H -5.9595 3.3808 0.2851 1.490 0.020 2.239
H -4.8925 4.4898 1.2931 0.827 -0.956 -0.547
H -4.5675 1.9008 -3.2419 0.651 -0.315 0.832
H -3.8675 3.3308 -2.6669 0.402 1.731 -0.332
H -5.3705 2.7008 -1.9979 -0.645 0.445 0.885
B 0.5265 0.5388 1.0841 0.244 0.447 -1.157
H 0.7305 0.4668 -0.1609 -0.172 -0.026 0.436
H 0.2175 1.7018 1.3341 -0.292 -0.074 0.047
H -0.3555 -0.2512 1.3871 -0.027 -0.128 0.215
H 1.6155 0.3648 1.6071 0.004 -0.380 0.303
N 7.0955 -0.4042 1.2661 -9.324 0.876 1.898
C 6.4725 -0.1742 2.5011 -3.281 -0.560 0.187
C 4.9555 -0.1572 2.3641 6.139 -0.679 -5.196
C 4.7965 -0.3242 0.8381 2.876 -0.149 1.117
C 6.1485 -0.3862 0.2471 -2.160 -0.424 0.339
H 7.9705 -0.3772 1.0591 6.815 0.259 -0.984
H 7.0445 -0.1762 3.4591 -0.480 0.114 -1.193
H 4.2205 0.0428 3.0901 -0.546 -0.004 0.704
H 3.8655 -0.5542 0.2611 0.981 0.701 0.743
H 6.5285 -0.4152 -0.8559 -1.074 -0.100 2.349
N 1.6165 -2.9112 0.9881 4.199 -0.964 1.111
C 1.1415 -3.9422 0.2161 1.331 0.046 2.430
C 1.8845 -5.1252 0.4731 -0.384 4.392 1.032
C 2.9165 -4.8142 1.3921 2.427 3.310 -0.211
C 2.8225 -3.2812 1.5641 -0.631 -2.972 0.497
H 1.4215 -1.9222 1.1461 -0.963 -0.301 -0.959
H 0.3935 -3.4802 -0.2999 -2.526 -0.733 -2.297
H 1.7145 -5.9862 -0.0289 -0.430 -2.639 -1.210
H 3.8905 -5.4892 1.5981 -2.691 1.846 -0.285
H 3.3945 -2.4172 2.0161 -0.389 -1.818 -0.140
N 2.5295 3.1648 0.4461 1.014 2.036 -1.196
C 3.6795 3.0138 -0.2099 4.316 3.146 -1.465
C 4.5125 4.3638 -0.0929 -4.756 -1.335 1.103
C 3.5335 5.2358 0.7141 -1.040 -3.611 -2.004
C 2.1865 4.4198 0.8691 6.496 1.906 -0.208
H 2.0925 2.3388 0.6561 -2.336 -2.162 0.618
H 3.9235 2.0848 -0.8839 -0.551 1.921 1.913
H 5.4965 4.6838 -0.6179 -2.045 -0.853 1.213
H 3.7555 6.2758 1.0451 -0.543 -1.036 -0.405
H 1.4055 4.6148 1.5551 -0.606 -0.053 0.406
N -2.3695 -4.0892 1.1421 -9.389 -1.017 -6.169
C -3.3985 -5.0512 1.1831 -2.960 1.582 -2.424
C -4.3755 -4.6042 -0.0119 10.390 2.976 4.122
C -3.6915 -3.4702 -0.6809 2.139 -1.704 3.584
C -2.4565 -3.2062 0.0961 -2.460 -0.680 -0.860
H -1.6545 -4.1242 1.6441 7.710 -0.409 5.578
H -3.5515 -5.8672 2.0551 0.612 2.336 -2.430
H -5.2535 -4.8942 -0.2689 -5.391 -2.490 -1.337
H -3.9385 -3.0052 -1.6309 -0.112 -0.008 0.401
H -1.6795 -2.4302 0.0711 -0.525 -0.429 -0.467
N 0.9495 -1.5842 -4.4349 0.100 2.146 2.129
C 0.7425 -2.3592 -5.4799 -9.657 -1.361 5.007
C -0.6375 -2.9632 -5.2749 5.201 7.655 6.835
C -1.1395 -2.3702 -3.9509 1.640 1.560 -1.598
C -0.0145 -1.3712 -3.4299 -3.329 -4.336 -4.158
H 1.8145 -1.0992 -4.3719 0.448 0.488 0.032
H 1.4025 -2.6472 -6.1129 4.399 -1.364 -3.980
H -1.0385 -3.6412 -5.8209 -2.760 -4.252 -3.434
H -2.2765 -2.4922 -3.6129 2.992 0.308 -0.436
H -0.0485 -0.5322 -2.7079 0.458 -0.992 -0.614
N 3.7475 -1.0362 -3.5639 0.283 5.363 -4.939
C 4.2435 -0.7552 -4.8639 -3.267 4.258 -0.090
C 3.6015 0.6048 -5.2239 0.593 -2.928 4.125
C 2.8875 1.0588 -4.0479 3.862 -8.343 1.381
C 3.0965 -0.0272 -2.9729 -1.410 2.648 -1.063
H 4.1115 -1.8112 -3.2619 1.833 -5.291 3.315
H 4.9005 -1.4492 -5.4009 -0.602 0.424 0.318
H 3.6785 1.3348 -5.9879 0.543 -0.286 -1.214
H 2.5415 1.9378 -3.7699 -1.820 4.015 0.688
H 2.7545 -0.1252 -1.8789 0.433 0.326 -2.075
N -0.1725 0.6868 4.2391 -2.068 2.483 11.631
C 0.9055 1.1018 4.9061 -2.672 -0.333 6.308
C 0.4725 1.0528 6.5121 -2.911 -0.514 -6.387
C -0.9715 0.6558 6.4481 3.186 -0.667 -6.082
C -1.3335 0.2778 4.9751 6.340 3.748 3.879
H -0.0275 0.3838 3.4471 1.324 -3.487 -10.770
H 1.8065 1.3338 4.3871 0.474 0.092 0.016
H 1.0115 1.4318 7.3561 0.172 0.029 0.069
H -1.6835 0.5148 7.1781 -1.041 -0.162 1.775
H -1.9655 -0.0422 4.2401 -2.811 -1.168 -0.528
```
Forces are in eV/Å.

Results
net charge	0
gap between HOMO and LUMO	2.624	eV
highest occupied orbital energy	-6.99	eV
LUMO	-4.4	eV